one | Below is one molecule with the formula C2H4ClNS, with properties calculated with wB97M-V/def2-TZVPD.

The geometry in XYZ format:
```
9
C2H4ClNS wB97M-V/def2-TZVPD
C -0.081 0.160 1.051
N -0.373 -0.299 -0.265
Cl -0.860 -1.959 -0.100
C 0.244 0.132 -1.411
S 0.960 1.528 -1.624
H 0.539 -0.432 1.670
H 0.485 1.052 1.121
H -0.896 0.285 1.803
H -0.017 -0.467 -2.245
```

Results
net charge = 0
orbital gap = 9.076 eV

two | Below is one molecule with the formula C2H4ClNS, with properties calculated with wB97M-V/def2-TZVPD.

The geometry in XYZ format:
```
9
C2H4ClNS wB97M-V/def2-TZVPD
C -0.702 -0.132 0.906
N 0.250 -0.400 -0.173
Cl 0.987 -2.020 -0.296
C 0.694 0.502 -1.167
S 0.184 2.045 -0.956
H -1.779 0.119 0.685
H -0.870 -1.043 1.492
H -0.230 0.704 1.480
H 1.466 0.225 -1.971
```

Results
net charge = 0
orbital gap = 8.939 eV

The most stable of them is one.

one | Below is C3H6N2O3 as an isolated structure, with properties calculated with wB97M-V/def2-TZVPD.

The geometry in XYZ format:
```
14
C3H6N2O3 wB97M-V/def2-TZVPD
C 1.431 1.159 -0.241
C 1.263 -0.310 -0.364
C -0.989 0.472 0.535
H 2.244 1.811 -1.446
H 2.098 0.903 1.166
H 0.172 2.062 -0.066
H 0.160 -2.475 0.099
H -0.965 1.093 1.758
H -2.044 -1.151 -1.052
N -0.009 -0.448 -0.150
N -2.269 0.390 0.163
O 2.085 -1.245 -0.115
O -0.523 -1.721 0.434
O -2.654 -0.540 -0.721
```

Results
net charge = 0
orbital gap = 9.644 eV

two | Below is one molecule with the formula C3H6N2O3, with properties calculated with wB97M-V/def2-TZVPD.

The geometry in XYZ format:
```
14
C3H6N2O3 wB97M-V/def2-TZVPD
C 0.459 -1.353 -0.027
C 0.034 0.319 -0.767
C -1.528 0.139 -0.379
N -0.585 1.047 1.120
O 0.454 0.328 -2.051
O 1.535 -1.061 0.778
N 0.395 1.278 0.095
O -2.497 -0.358 0.032
H 0.798 1.209 -2.248
H 1.819 -0.133 0.527
H -0.999 1.912 1.450
H -0.273 0.438 1.875
H 0.684 -1.883 -0.957
H -0.296 -1.882 0.552
```

Results
net charge = 0
orbital gap = 8.231 eV

The most stable of them is two.

one | Below is one molecule with the formula C9H10OS, with properties calculated with wB97M-V/def2-TZVPD.

The geometry in XYZ format:
```
21
C9H10OS wB97M-V/def2-TZVPD
O -1.396 -0.544 -1.500
C -1.824 0.165 -0.415
S -0.530 1.582 0.201
C 1.010 0.662 -0.014
C 1.208 -0.669 0.254
C 2.453 -1.217 0.031
C 3.504 -0.435 -0.418
C 3.300 0.898 -0.597
C 2.099 1.449 -0.383
C -2.706 -0.204 0.729
C -3.145 0.731 -0.275
H -1.724 -0.001 -2.239
H 0.299 -1.288 0.366
H 2.786 -2.315 0.212
H 4.544 -0.874 -0.623
H 4.260 1.452 -0.940
H 1.998 2.529 -0.713
H -2.351 0.209 1.770
H -3.309 -1.058 0.959
H -4.042 0.462 -0.761
H -3.204 1.795 -0.003
```

Results
net charge = 0
orbital gap = 9.027 eV

two | Below is C9H10OS as an isolated structure, with properties calculated with wB97M-V/def2-TZVPD.

The geometry in XYZ format:
```
21
C9H10OS wB97M-V/def2-TZVPD
C -2.533 0.752 0.855
C -3.643 -0.113 0.936
C -1.507 0.054 0.214
C -1.805 -1.282 -0.076
C -0.711 -2.125 -0.578
C -0.107 0.446 0.038
C 0.594 -1.314 -0.506
C 0.653 0.806 1.425
C 1.254 -1.253 -1.857
O -0.797 -3.326 -0.783
S -3.399 -1.672 0.274
H -2.547 1.632 1.415
H -4.556 0.161 1.435
H -0.027 1.100 -0.694
H 1.238 -1.649 0.333
H 0.677 -0.186 1.852
H -0.005 1.472 2.040
H 1.742 1.271 1.338
H 0.574 -0.672 -2.549
H 1.654 -2.172 -2.384
H 2.290 -0.591 -2.019
```

Results
net charge = 0
orbital gap = 9.162 eV

The most stable of them is two.

one | Below is a 2-piece molecular cluster, C3H3NO2 overall, with properties calculated with wB97M-V/def2-TZVPD.

The geometry in XYZ format:
```
9
C3H3NO2 wB97M-V/def2-TZVPD
N 2.415 -0.963 -0.231
C 1.417 -0.379 -0.270
C 0.090 0.250 -0.496
O -0.066 1.245 -1.159
C -1.072 -0.657 -0.003
O -2.174 -0.462 -0.425
H -0.810 -1.493 0.683
H 0.054 1.485 0.673
H 0.146 0.975 1.229
```

Results
net charge = 0
orbital gap = 9.237 eV

two | Below is one molecule with the formula C3H3NO2, with properties calculated with wB97M-V/def2-TZVPD.

The geometry in XYZ format:
```
9
C3H3NO2 wB97M-V/def2-TZVPD
N 2.398 -1.071 -0.426
C 1.547 -0.466 0.273
C 0.559 0.566 0.453
O -0.263 0.498 -0.635
C -1.414 -0.265 -0.463
O -1.807 -1.141 0.367
H -0.248 0.682 1.491
H 1.074 1.437 0.446
H -1.846 -0.239 -1.506
```

Results
net charge = 0
orbital gap = 11.613 eV

three | Below is one molecule with the formula C3H3NO2, with properties calculated with wB97M-V/def2-TZVPD.

The geometry in XYZ format:
```
9
C3H3NO2 wB97M-V/def2-TZVPD
O 0.554 0.445 2.517
C 0.395 0.099 1.381
N -0.730 -0.071 0.617
C -0.448 -0.405 -0.709
C 0.866 -0.290 -0.913
O 1.507 0.125 0.211
H -1.656 -0.280 0.959
H -1.159 -0.968 -1.290
H 1.371 -0.636 -1.818
```

Results
net charge = 0
orbital gap = 9.458 eV

The most stable of them is three.